[1]
The following is a DFT calculation (wB97M-V/def2-TZVPD) of a structure of composition C20H26N4O.

Summary:
Molar mass ... 338.455 g mol⁻¹
DFT total energy ... -29152.2384 eV
ΔE to the lowest compared entry with this formula, charge and spin ... 452.5 kcal per mole
HOMO ... -7.76 eV

Last column: Mulliken charge in e.
Geometry (Å):
O  0.00708  -0.89414  -3.18179  -0.7489
N  -0.96378  -5.78681  2.14651  -0.4702
N  -0.27414  -0.15391  -1.15566  0.0435
N  -2.48269  -3.97475  3.21972  -0.5512
N  -1.34854  -3.69866  1.08423  0.2430
C  0.71465  3.43182  -0.05477  -0.7031
C  3.60811  4.74674  -0.04265  -1.5504
C  2.93804  5.23138  -1.31593  -0.8021
C  -0.21786  -4.27855  0.06938  -0.5129
C  -1.94275  -2.51296  0.78581  -0.6907
C  1.02460  3.97290  -1.29017  0.3083
C  0.99350  3.06770  -2.68767  -1.5260
C  -2.47000  -6.04040  4.08383  -0.5808
C  0.05216  1.29956  -1.27280  0.8403
C  0.83832  6.37749  -0.37320  -2.3998
C  -0.87143  -2.38738  -1.30059  0.4768
C  -0.53249  -1.01124  -2.02730  0.2195
C  -2.17089  -2.32175  -0.62073  -0.7750
C  -1.42150  -4.50675  2.04374  0.3487
C  1.30224  5.41524  -1.31681  0.7360
C  -1.15108  -6.48539  3.24162  -0.1862
C  0.53802  1.75666  -2.37441  -0.4195
C  -2.82374  -4.87497  4.07874  -0.0711
C  0.30731  -3.05685  -0.64491  -1.5248
C  0.00425  2.08842  -0.12632  -1.4225
H  1.19573  5.59876  -2.30235  0.5653
H  0.99316  -3.45085  -1.43247  0.3433
H  -0.78702  -7.47469  3.40414  0.3878
H  -2.88147  -2.98532  -0.85103  0.4164
H  4.57569  4.80021  -0.13521  0.5205
H  1.10661  7.26609  -0.58796  0.6613
H  -1.02259  -2.98150  -2.49667  0.3139
H  0.45956  1.23685  -3.14657  0.8705
H  1.04838  6.17547  0.43434  0.8213
H  -2.92239  -2.37923  1.47320  0.3643
H  3.35585  4.74388  -2.15417  0.4771
H  -0.34781  6.11018  -0.44921  0.2968
H  -2.35967  -6.61811  5.12788  0.2126
H  -1.00580  -4.94087  -0.56899  0.3276
H  3.29894  3.87096  -0.01199  0.4365
H  0.04860  1.65819  0.76082  0.4397
H  3.24463  6.23019  -1.54098  0.5449
H  3.11498  5.39494  0.69297  0.2933
H  -3.54871  -4.45428  4.62718  0.5025
H  0.71287  -4.87530  0.63719  0.3598
H  1.22469  3.58681  -3.56330  0.4785
H  0.56322  4.04616  0.75008  0.5137
H  -0.44832  -0.43013  -0.03025  0.0796
H  -1.21614  -1.80810  1.11143  0.2514
H  0.60837  -2.49097  -0.08208  0.9575
H  -2.66873  -1.23274  -0.63388  0.2833

---

[2]
The following is a DFT calculation (wB97M-V/def2-TZVPD) of an isolated molecule of C18H20N2.

Summary:
Molar mass ... 264.372 g mol⁻¹
DFT total energy ... -21969.5016 eV
ΔE to the lowest compared entry with this formula, charge and spin ... 21.8 kcal per mole
HOMO ... -7.68 eV
SMILES ... CNCCC1=Cc2ccccc2N(C)c2ccccc21

Last column: Mulliken charge in e.
Geometry (Å):
N  0.42846  2.87491  -1.59817  -0.3004
N  -1.19919  -0.95807  0.22499  0.6378
C  0.08418  -2.93255  3.72117  -0.7055
C  1.68317  -0.98370  -2.89854  -0.6898
C  0.51152  -1.73827  -2.99149  -0.7095
C  0.58433  3.09723  -0.14224  -0.6125
C  -0.43117  -1.65477  -1.94908  -0.2038
C  -0.61353  3.62325  -2.30876  -0.9296
C  1.87375  -0.15656  -1.79268  -0.1098
C  -0.23220  -0.92175  -0.79601  -0.0377
C  -1.54584  -2.66049  1.92097  -0.5521
C  -1.11768  -3.34534  3.08457  -0.5412
C  0.89626  0.18080  1.81005  -1.2564
C  0.73842  -1.81092  3.22978  -0.6598
C  1.67215  2.10949  0.39659  -1.3038
C  0.28206  -1.08258  2.12570  0.5329
C  0.93887  -0.14229  -0.68730  0.0988
C  -0.83337  -1.55425  1.42261  0.0684
C  1.15183  0.69283  0.51095  0.9832
C  -2.50316  -0.30440  0.00106  -1.0430
H  -1.68447  -4.21323  3.41715  0.3719
H  2.77045  0.42004  -1.75994  0.3604
H  -2.38796  0.60786  -0.57664  0.2282
H  -1.61108  3.33883  -1.97285  0.2992
H  0.37424  -2.48104  -3.77376  0.3684
H  0.33137  1.88049  -1.80432  0.2253
H  -3.01289  -0.10612  0.95703  0.3458
H  -3.10717  -0.97286  -0.56646  0.3798
H  -0.55743  3.41656  -3.38974  0.3172
H  1.65221  -1.44313  3.69436  0.4532
H  0.90910  4.11851  0.00319  0.4837
H  -0.53346  4.72427  -2.07823  0.2930
H  2.44327  -1.10613  -3.67280  0.4008
H  1.91606  2.53061  1.37645  0.3883
H  -0.33707  2.95652  0.38264  0.3661
H  1.15311  0.78327  2.66699  0.4402
H  0.42658  -3.52388  4.56219  0.3866
H  -1.29063  -2.29506  -1.93991  0.4096
H  2.56633  2.09805  -0.22460  0.3743
H  -2.38942  -3.06611  1.41504  0.4418

---

Q: Which of these has the highest ΔE to the lowest compared entry with this formula, charge and spin?
A: C20H26N4O

---

Q: The highest ΔE to the lowest compared entry with this formula, charge and spin belongs to which entry?
A: C20H26N4O

---

Q: Among the records above, which one has the lowest molar mass?
A: C18H20N2

---

Q: The highest ΔE to the lowest compared entry with this formula, charge and spin belongs to which entry?
A: C20H26N4O